Entry 1:
A molecular structure, C3H6MgO4PdS in a non-equilibrium geometry. Source: the Open Molecules 2025 dataset; level of theory: the ωB97M-V functional and the def2-TZVPD basis.

Energy ... -1144.8744 Ha
HOMO energy (alpha / beta) ... -0.2912 / -0.3165 Eh
Multiplicity ... 3
Frontier orbital gap (alpha / beta) ... 7.7 / 7.3 eV
<S²> ... 2.01
Max |F| ... 10.73 eV Å⁻¹

Structure (XYZ):
```
16
C3H6MgO4PdS | the Open Molecules 2025 dataset | the ωB97M-V functional and the def2-TZVPD basis
Mg 1.0258 -0.6265 0.6800
S -1.0302 -1.8370 -1.0308
O -2.3876 -1.3123 -0.2338
O 0.0773 -2.2361 0.0767
O 1.8322 0.5877 -0.5573
C 1.3052 1.8234 -0.8659
C 0.3633 2.4535 0.1569
O -0.7234 1.6057 0.5438
C -0.3831 0.6747 1.6853
Pd -1.6271 0.5684 -0.4399
H 0.7462 1.7625 -1.8287
H 2.1097 2.5772 -1.0110
H -0.0900 3.3601 -0.2700
H 0.9063 2.7317 1.0728
H -1.3696 0.2555 1.9606
H -0.1175 1.3422 2.5210
```

=====

Entry 2:
A molecular structure, C28H28F5N2NaO5PS2 in a non-equilibrium geometry. Source: the Open Molecules 2025 dataset; level of theory: the ωB97M-V functional and the def2-TZVPD basis.

Net charge ... -1
Energy ... -3369.0077 Ha
HOMO energy ... -0.1613 Eh
Frontier orbital gap ... 6.4 eV
Max |F| ... 1.86 eV Å⁻¹

Structure (XYZ):
```
72
C28H28F5N2NaO5PS2 | the Open Molecules 2025 dataset | the ωB97M-V functional and the def2-TZVPD basis
Na 0.2858 0.1834 0.1380
F 0.3235 7.0317 1.2457
C -0.2667 5.8990 0.7974
C 0.2217 4.6429 1.1529
F 1.3115 4.5516 1.9325
C -0.4195 3.5098 0.7088
F 0.0421 2.2905 1.0956
C -1.5376 3.5398 -0.1510
S -2.2331 2.1202 -0.7410
C -1.9987 4.8335 -0.4857
F -3.0783 4.9642 -1.2855
C -1.3896 5.9791 -0.0213
F -1.8640 7.1949 -0.3691
C 0.5202 5.6385 -3.3680
C 1.0788 4.5459 -2.5055
C 0.6002 3.2443 -2.6095
C 1.1874 2.2157 -1.8908
C 2.2281 2.4881 -1.0271
C 2.6991 3.7838 -0.8930
C 2.1334 4.8044 -1.6353
S 3.0924 1.2499 -0.0482
O 2.8643 1.5958 1.3366
O 4.4621 1.3246 -0.5110
N 2.3510 -0.1502 -0.3702
C 2.8548 -1.2478 0.2251
C 4.0603 -1.2837 0.9305
C 4.5207 -2.4403 1.5360
C 3.8259 -3.6243 1.4530
C 2.6183 -3.6607 0.7445
C 1.8542 -4.8364 0.5965
C 0.6747 -4.7993 -0.0954
C 0.2509 -3.5692 -0.6158
N 0.9273 -2.4560 -0.4958
C 2.1044 -2.4695 0.1428
H -0.5344 5.4713 -3.5721
H 1.0574 5.6542 -4.3196
H 0.6466 6.6094 -2.8944
H -0.2396 3.0266 -3.2573
H 0.8411 1.1945 -1.9990
H 3.5117 3.9750 -0.2071
H 2.5012 5.8173 -1.5368
H 4.6361 -0.3769 0.9997
H 5.4526 -2.3998 2.0827
H 4.1945 -4.5237 1.9237
H 2.2178 -5.7599 1.0310
H 0.0742 -5.6881 -0.2319
H -0.6828 -3.4895 -1.1570
C -4.0569 -4.7498 1.3865
C -2.7995 -3.9877 0.9776
O -3.1846 -2.8120 0.3049
P -2.2535 -1.4308 0.1617
O -2.4547 -0.6879 1.5783
C -3.6342 0.0085 1.9853
C -4.6450 -0.9165 2.6442
O -3.3884 -0.6947 -0.7033
C -3.4090 -0.8136 -2.1177
C -4.7910 -0.4144 -2.6110
H -3.7811 -5.7268 1.7781
H -4.7048 -4.8787 0.5214
H -4.6087 -4.2041 2.1479
H -2.1991 -4.6173 0.3101
H -2.1918 -3.7474 1.8577
H -4.0702 0.5111 1.1209
H -3.2888 0.7620 2.6976
H -5.0711 -1.5842 1.9017
H -5.4400 -0.3329 3.1022
H -4.1603 -1.5091 3.4177
H -3.1890 -1.8470 -2.4082
H -2.6539 -0.1430 -2.5420
H -5.5427 -1.0896 -2.2072
H -4.8209 -0.4620 -3.6968
H -5.0095 0.6010 -2.2901
```